1.
Computed, not measured: a molecular structure, C30H21ClN3O4S4Sc, with the ωB97M-V functional and the def2-TZVPD basis.

XYZ file:
```
64
Properties=species:S:1:pos:R:3:forces:R:3:nbo_charge:R:1
Sc 0.2922 0.9042 0.5087 -1.30 0.01 0.79 1.27
S -2.1322 0.1153 0.5042 -0.11 -0.26 0.14 -0.32
C -3.2262 1.4302 0.8229 -0.02 0.04 -0.01 -0.17
C -4.6001 1.1419 0.9040 0.07 0.04 -0.01 -0.22
C -5.5319 2.1247 1.1645 0.01 -0.04 -0.01 -0.19
C -5.1326 3.4447 1.3541 -0.05 0.09 0.00 -0.25
C -3.7902 3.7579 1.2722 0.01 -0.01 0.03 -0.23
C -2.8485 2.7656 1.0034 0.15 0.08 0.09 -0.15
S -1.1475 3.2998 0.8582 -0.10 -0.38 -0.34 0.31
C -1.1615 3.8135 -0.9090 0.17 -0.04 0.36 -0.54
C -0.3195 2.9860 -1.8417 -0.03 0.04 -0.19 0.23
C 0.3743 3.6267 -2.8612 -0.01 -0.04 -0.03 -0.25
C 1.0672 2.8591 -3.7787 -0.07 0.05 0.06 -0.12
C 1.0268 1.4817 -3.6632 -0.03 -0.08 -0.02 -0.25
C 0.3331 0.9094 -2.6066 -0.07 0.13 -0.24 0.28
C 0.2324 -0.5924 -2.5486 0.18 -0.28 0.34 -0.55
S 0.5453 -1.4915 -0.9711 -0.08 0.54 0.15 0.32
C 2.2894 -1.3134 -0.6248 -0.14 -0.19 -0.27 -0.15
C 3.1494 -2.2916 -0.9244 -0.24 0.11 -0.01 -0.20
C 4.5894 -2.0969 -0.8104 0.18 0.09 -0.05 -0.21
C 5.1061 -0.9218 -0.4498 0.04 0.04 0.10 -0.16
C 4.2486 0.1728 0.0918 -0.17 -0.05 -0.17 0.06
C 2.6923 0.0091 -0.0348 0.52 -0.09 0.36 0.15
S 2.0713 1.6519 2.1857 -0.12 0.02 0.07 -0.31
N -0.3228 1.6578 -1.7061 0.43 0.04 0.00 -0.49
H -4.9026 0.1145 0.7482 -0.05 0.01 0.04 0.22
H -6.5811 1.8626 1.2231 0.00 0.01 0.00 0.21
H -5.8605 4.2172 1.5631 0.01 0.00 0.00 0.22
H -3.4515 4.7777 1.4092 -0.03 0.00 0.04 0.22
H -0.8399 4.8524 -0.9357 -0.01 0.01 -0.09 0.24
H -2.2050 3.7625 -1.2159 -0.01 0.02 -0.03 0.26
H 0.3689 4.7061 -2.9218 0.01 0.00 0.00 0.22
H 1.6273 3.3305 -4.5755 0.01 -0.01 0.00 0.22
H 1.5461 0.8520 -4.3726 0.00 -0.01 0.02 0.22
H 0.8770 -1.0360 -3.3039 -0.08 0.01 -0.09 0.23
H -0.8025 -0.8840 -2.7408 0.00 0.01 -0.09 0.26
H 2.7800 -3.2185 -1.3456 0.02 0.00 -0.02 0.23
H 5.2300 -2.9127 -1.1201 0.04 0.04 -0.01 0.22
H 6.1738 -0.7397 -0.4724 0.01 -0.09 -0.03 0.22
H 4.5954 1.1693 -0.1834 -0.05 0.02 0.04 0.21
O 4.7945 -1.7680 3.3659 0.17 -0.11 0.17 -0.68
C 3.6995 -2.3782 3.8087 -0.04 -0.13 -0.11 0.79
O 3.7696 -3.2452 4.6403 -0.01 0.05 0.05 -0.58
C 2.3931 -1.9817 3.2173 0.00 0.05 0.10 -0.33
C 1.1721 -2.5571 3.5556 0.21 -0.12 -0.21 0.20
Cl 0.8098 -3.7898 4.6531 -0.09 -0.05 0.04 0.12
N 0.2098 -1.9917 2.8138 -0.04 0.25 -0.04 -0.20
N 0.7281 -1.0120 2.0286 0.41 -0.11 0.16 -0.34
C 2.0352 -1.0024 2.2730 -0.09 -0.34 0.23 0.25
C 2.7551 0.0820 1.5617 -0.54 0.66 -0.01 0.08
O 4.1783 0.0551 1.5424 0.14 -0.17 0.02 -0.55
O 1.9101 0.9885 -0.5515 0.94 0.04 -1.16 -0.85
C -1.2030 -2.1837 2.9375 -0.18 0.04 0.06 0.20
C -1.8689 -1.5205 3.9567 0.05 0.01 -0.10 -0.22
C -3.2427 -1.6554 4.0606 0.04 0.04 0.04 -0.19
C -3.9319 -2.4498 3.1547 -0.05 0.03 0.04 -0.20
C -3.2504 -3.1225 2.1535 -0.04 0.01 -0.06 -0.20
C -1.8760 -2.9902 2.0395 0.13 -0.03 -0.03 -0.21
H 4.6369 -1.1023 2.6663 -0.11 0.07 -0.10 0.51
H -1.3097 -0.8918 4.6379 -0.01 0.00 0.00 0.23
H -3.7723 -1.1325 4.8461 -0.02 0.00 -0.02 0.22
H -5.0085 -2.5348 3.2309 0.01 -0.04 -0.01 0.22
H -3.7921 -3.7319 1.4426 0.01 -0.02 0.01 0.22
H -1.3301 -3.4881 1.2482 0.01 0.01 0.01 0.23
```
Positions in Å, forces in eV/Å.

As for the total charge: 0. The energy above the lowest of the compared OMol25 structures with the same formula, charge and spin comes out at 0.00 kJ/mol.

---

2.
Computed, not measured: 5 unconnected molecules or ions with the total composition C13H26Cl8FNO3, with the ωB97M-V functional and the def2-TZVPD basis.

XYZ file:
```
52
Properties=species:S:1:pos:R:3:forces:R:3:nbo_charge:R:1
C 3.9118 -3.2480 -1.3777 -1.09 1.18 -0.17 -0.64
C 3.8873 -1.6267 -1.5203 1.57 -1.74 0.16 -0.08
O 2.9649 -1.3423 -2.5931 0.01 1.12 1.49 -0.54
C 2.1077 -0.2221 -2.2985 -1.44 0.35 -0.82 -0.09
C 1.0527 -0.4883 -1.1055 1.58 0.92 0.68 -0.27
N -0.3568 -0.6089 -1.5923 -0.78 -1.40 0.14 -0.71
C -0.8053 -2.0015 -1.6472 1.09 -2.61 3.54 0.86
O -0.7447 -2.7769 -0.6678 -0.26 2.66 -3.60 -0.52
O -1.3620 -2.5359 -2.8700 -0.40 2.61 0.80 -0.16
F -0.5450 -3.5372 -3.3473 0.76 -0.88 0.17 -0.10
H 3.7121 -3.6550 -2.4367 0.54 0.49 1.72 0.23
H 4.8793 -3.6355 -0.9268 -1.29 0.48 -0.60 0.21
H 3.0060 -3.5038 -0.7265 1.36 -0.05 -0.87 0.21
H 3.6399 -1.1261 -0.5285 0.03 -0.56 -1.32 0.18
H 4.9772 -1.3372 -1.7726 -1.75 0.03 0.04 0.17
H 2.6658 0.7692 -2.1380 -0.53 -2.11 -0.24 0.19
H 1.4651 -0.0564 -3.2427 1.03 -0.36 1.39 0.20
H 1.3895 -1.3523 -0.4268 -0.61 1.06 -1.13 0.22
H 1.0825 0.4499 -0.4344 -0.24 -1.43 -1.00 0.22
H -0.9432 -0.1473 -0.8624 0.72 -0.75 -0.96 0.40
Cl -0.0112 3.5878 0.6001 -0.14 -0.01 0.13 -0.06
C -1.3711 3.8329 -0.5231 -0.11 0.14 -0.14 -0.39
C -2.5957 3.0448 -0.1111 -0.06 0.34 -0.09 -0.38
Cl -2.3538 1.2896 -0.3063 -0.57 0.60 0.16 -0.06
H -1.0382 3.5610 -1.5260 0.00 -0.08 0.15 0.23
H -1.5967 4.9012 -0.5180 -0.05 -0.12 0.06 0.23
H -3.4440 3.3193 -0.7410 0.13 -0.04 -0.01 0.23
H -2.8677 3.2383 0.9275 0.14 -0.10 -0.09 0.22
Cl -6.6177 -2.5165 0.1971 -0.08 0.00 0.02 -0.07
C -4.8708 -2.1620 0.1754 0.19 -0.01 -0.06 -0.39
C -4.0304 -3.4100 0.3564 0.09 0.14 -0.21 -0.40
Cl -4.1746 -4.0877 1.9977 -0.08 -0.02 0.02 -0.06
H -4.6654 -1.4244 0.9507 -0.08 -0.19 -0.06 0.22
H -4.6531 -1.7069 -0.7935 0.01 -0.11 0.05 0.22
H -2.9763 -3.1723 0.2051 -0.12 0.01 0.05 0.24
H -4.3091 -4.1872 -0.3568 -0.07 0.09 0.14 0.23
Cl -0.8213 -0.7632 5.0674 0.01 0.01 -0.05 -0.05
C -1.8757 0.4292 4.2691 -0.11 0.15 -0.04 -0.39
C -2.9173 -0.2284 3.3865 -0.14 0.15 0.12 -0.39
Cl -2.1941 -0.9945 1.9514 0.29 -0.29 0.28 -0.06
H -1.2439 1.1147 3.7018 -0.04 -0.16 0.00 0.22
H -2.3676 0.9967 5.0617 -0.03 -0.11 -0.08 0.22
H -3.6220 0.5231 3.0229 0.11 0.01 0.03 0.22
H -3.4816 -0.9890 3.9286 0.16 0.00 -0.08 0.23
Cl 2.7645 2.5611 -0.9666 0.34 0.50 0.25 -0.06
C 3.7122 3.8482 -0.1800 0.09 0.28 0.07 -0.39
C 4.9416 3.3052 0.5196 0.07 0.13 -0.13 -0.39
Cl 4.5234 2.3262 1.9475 -0.03 -0.04 -0.03 -0.05
H 3.0559 4.3775 0.5129 0.04 -0.15 -0.03 0.23
H 4.0104 4.5458 -0.9653 0.04 -0.11 0.06 0.22
H 5.5611 4.1318 0.8727 -0.13 -0.03 -0.03 0.22
H 5.5449 2.6896 -0.1493 -0.15 0.01 0.07 0.23
```
Positions in Å, forces in eV/Å.

Its SMILES is CCOCCNC(=O)OF.ClCCCl.ClCCCl.ClCCCl.ClCCCl. As for the total charge: 0.

---

| no. | HOMO energy (eV) |
| --- | --- |
| 1 | -7.51 |
| 2 | -9.46 |